# 1
Formula: C2H26N2O10
Source: the Open Molecules 2025 dataset
Level of theory: ωB97M-V with the def2-TZVPD basis set

Each line ends with the natural charge from an NBO analysis.
Positions of all 40 atoms, in Å:
N (-0.48, -0.56, 2.26)  -0.87
C (0.36, 0.17, 1.37)  -0.12
C (0.37, -0.15, 0.07)  -0.08
N (1.26, 0.37, -0.89)  -0.85
H (-1.34, -0.88, 1.82)  0.40
H (-0.63, -0.16, 3.17)  0.38
H (1.05, 0.80, 1.89)  0.20
H (-0.35, -0.83, -0.35)  0.17
H (2.03, 0.91, -0.56)  0.39
H (0.86, 0.64, -1.77)  0.36
O (2.03, 3.25, -0.22)  -0.95
H (2.90, 2.85, -0.11)  0.48
H (1.46, 2.80, 0.41)  0.48
O (-0.92, -3.44, -0.17)  -0.97
H (-0.24, -3.16, -0.80)  0.51
H (-1.46, -4.14, -0.52)  0.50
O (-2.71, 1.19, -1.84)  -0.95
H (-3.32, 1.86, -1.55)  0.48
H (-3.08, 0.31, -1.70)  0.48
O (1.44, -3.05, 1.89)  -0.98
H (0.73, -3.50, 1.40)  0.48
H (1.07, -2.15, 1.91)  0.49
O (3.74, -1.33, 0.73)  -0.96
H (2.90, -0.92, 0.48)  0.48
H (3.48, -2.01, 1.36)  0.49
O (-2.48, 3.66, 0.31)  -0.95
H (-2.60, 2.71, 0.27)  0.47
H (-2.02, 3.84, -0.51)  0.48
O (3.21, 1.39, 1.49)  -0.98
H (3.20, 1.60, 2.44)  0.47
H (3.49, 0.46, 1.61)  0.50
O (-1.73, -2.50, -2.58)  -0.95
H (-1.82, -1.56, -2.38)  0.48
H (-1.52, -2.48, -3.53)  0.48
O (-2.61, -1.26, 0.23)  -0.99
H (-1.99, -2.03, 0.12)  0.50
H (-3.38, -1.70, 0.60)  0.47
O (-0.62, 2.92, -1.95)  -0.95
H (-0.22, 3.79, -1.99)  0.48
H (-0.07, 2.28, -2.40)  0.47

The calculation puts the frontier orbital gap at 7.395 eV. As for the total energy: -953.6717 Eh. The spin multiplicity is 1. The HOMO energy comes out at -7.4 eV. Its LUMO energy is 0.034 eV.

---

# 2
Formula: C2H29O13
Source: the Open Molecules 2025 dataset
Level of theory: ωB97M-V with the def2-TZVPD basis set

Each line ends with the natural charge from an NBO analysis.
Positions of all 44 atoms, in Å:
C (-0.77, -0.12, -1.72)  -0.67
C (0.35, -0.30, -0.66)  -0.11
O (-0.23, 0.00, 0.68)  -1.02
H (-0.38, -0.07, -2.73)  0.20
H (-1.32, 0.85, -1.69)  0.21
H (-1.59, -0.88, -1.77)  0.23
H (1.13, 0.55, -0.83)  0.18
H (1.02, -1.18, -0.76)  0.15
O (-0.34, -0.36, 3.27)  -0.99
H (-1.04, 0.22, 3.43)  0.46
H (-0.17, -0.29, 2.32)  0.50
O (-4.31, -0.50, -1.62)  -0.99
H (-4.12, 0.44, -1.60)  0.47
H (-3.70, -0.80, -0.93)  0.49
O (-2.59, -1.05, 0.67)  -1.03
H (-1.69, -0.65, 0.47)  0.51
H (-2.54, -1.98, 0.49)  0.48
O (1.49, 1.86, 2.07)  -0.97
H (1.23, 1.60, 2.92)  0.48
H (0.77, 1.57, 1.51)  0.50
O (2.49, -3.60, -1.05)  -0.96
H (3.38, -3.89, -0.87)  0.47
H (2.49, -2.70, -0.70)  0.49
O (-0.73, -3.29, -0.26)  -0.96
H (-0.04, -2.73, -0.69)  0.49
H (-0.33, -4.02, 0.15)  0.47
O (-3.72, 2.18, -0.89)  -0.94
H (-4.34, 2.78, -1.30)  0.48
H (-4.07, 1.96, -0.06)  0.49
O (-1.21, 2.37, 0.15)  -1.02
H (-2.02, 2.20, -0.35)  0.48
H (-0.84, 1.48, 0.23)  0.50
O (4.07, -0.93, -0.01)  -0.99
H (3.52, -0.91, 0.76)  0.49
H (3.79, -0.17, -0.45)  0.48
O (3.33, 1.83, -0.03)  -1.01
H (2.62, 2.30, -0.52)  0.49
H (2.87, 1.55, 0.81)  0.50
O (0.95, 3.17, -1.25)  -0.97
H (0.85, 2.85, -2.11)  0.46
H (0.21, 2.84, -0.78)  0.50
O (2.08, -1.56, 1.68)  -0.99
H (2.16, -1.49, 2.64)  0.49
H (1.29, -1.11, 1.38)  0.51

As for the total charge: -1. The calculation puts the frontier orbital gap at 8.512 eV. As for the total energy: -1071.7852 Eh. The spin multiplicity is 1. The HOMO energy comes out at -6.1 eV. Its LUMO energy is 2.418 eV.

---

# 3
Formula: C2H2AgFMgO2
Source: the Open Molecules 2025 dataset
Level of theory: ωB97M-V with the def2-TZVPD basis set

Each line ends with the natural charge from an NBO analysis.
Positions of all 9 atoms, in Å:
H (0.53, -1.53, 0.51)  0.27
O (1.39, 1.10, 0.00)  -0.61
C (1.11, -0.03, 0.39)  0.83
C (-0.14, -0.65, -0.18)  -0.23
O (-1.15, 0.21, -0.21)  -1.08
Ag (-0.20, 2.61, -0.53)  0.98
Mg (-2.98, -0.18, -0.57)  1.89
F (1.45, -0.28, 1.69)  -0.26
H (-0.01, -1.27, -1.09)  0.22

As for the total charge: +2. The calculation puts the frontier orbital gap at 5.463 eV. As for the total energy: -673.9926 Eh. The spin multiplicity is 1. The HOMO energy comes out at -17.4 eV. Its LUMO energy is -11.949 eV.

---

# 4
Formula: C2H2AgLiO2
Source: the Open Molecules 2025 dataset
Level of theory: ωB97M-V with the def2-TZVPD basis set

Each line ends with the natural charge from an NBO analysis.
Positions of all 8 atoms, in Å:
C (-1.01, -0.70, -0.50)  -0.56
H (-0.91, -1.11, -1.51)  0.20
H (-2.02, -0.66, -0.07)  0.21
O (-0.08, -1.28, 0.42)  -0.45
C (0.87, -0.43, 0.66)  0.85
O (1.39, 0.60, 0.45)  -0.76
Li (1.94, 2.05, 1.73)  0.98
Ag (-0.17, 1.54, -1.17)  0.54

As for the total charge: +1. The calculation puts the frontier orbital gap (spin up / spin down) at 6.756 / 6.448 eV. As for the total energy: -382.0009 Eh. The spin multiplicity is 2. The HOMO energy (spin up / spin down) comes out at -11.8 / -11.7 eV. Its LUMO energy (spin up / spin down) is -5.073 / -5.260 eV.